Below is a structure of composition C52H50AsBBrHgN6O4S2, with properties calculated with ωB97M-V/def2-TZVPD.

Last column: Mulliken charge in e.
Cartesian coordinates (Å):
1 Hg -0.04636 0.35040 0.18524  0.50
2 C -3.79317 4.57613 -1.88671  -0.45
3 C -4.19674 3.36954 -2.73381  -0.79
4 N -4.28594 2.14345 -1.98319  -0.18
5 C -3.19791 1.32445 -1.67318  0.25
6 S -1.71447 1.61086 -2.54697  -0.40
7 N -3.46451 0.47739 -0.72350  -1.55
8 N -2.42024 -0.28028 -0.24749  1.26
9 C -2.73245 -1.38304 0.40654  0.35
10 C -4.16078 -1.85258 0.54939  -2.09
11 C -1.67701 -2.13912 0.98239  0.85
12 C -1.88983 -3.35539 1.68443  -1.19
13 C -0.85265 -4.06527 2.21275  -0.40
14 C 0.47041 -3.56061 2.06933  -0.91
15 C 0.63712 -2.36097 1.43140  -0.19
16 N -0.37707 -1.65179 0.89502  0.41
17 H -3.80173 5.49778 -2.47603  0.43
18 H -2.78514 4.42709 -1.49210  -0.20
19 H -4.47415 4.70788 -1.04060  0.30
20 H -3.45774 3.21909 -3.51815  0.34
21 H -5.16082 3.54702 -3.22321  0.35
22 H -4.98076 2.10815 -1.25227  0.27
23 H -4.77810 -1.34470 -0.18638  0.50
24 H -4.56199 -1.61532 1.54062  0.29
25 H -4.24891 -2.93148 0.40874  0.40
26 H -2.90311 -3.71402 1.80607  0.35
27 H -1.04186 -4.98750 2.74927  0.39
28 H 1.33191 -4.06858 2.48008  0.45
29 H 1.61780 -1.90086 1.34420  0.15
30 S 3.61894 -0.17014 1.04377  -0.23
31 C 4.02216 -0.48810 2.70284  0.12
32 C 5.10888 -1.30957 3.06604  -0.87
33 C 5.43399 -1.54762 4.38701  -0.47
34 C 4.68749 -0.97713 5.41569  -0.74
35 C 3.60997 -0.16644 5.08863  -0.49
36 C 3.27826 0.08413 3.76005  0.01
37 As 1.69896 1.09320 3.21106  1.16
38 C 2.48983 2.82703 2.73336  0.07
39 C 1.64021 3.92522 2.62799  -0.15
40 C 2.12089 5.16337 2.22054  -0.62
41 C 3.46590 5.31422 1.91416  -0.47
42 C 4.32001 4.22356 2.01666  -0.92
43 C 3.83618 2.98516 2.41974  -0.15
44 C 1.07358 1.65697 5.00400  -0.49
45 C -0.08282 1.05610 5.49227  -0.73
46 C -0.59269 1.39220 6.74193  -0.54
47 C 0.04795 2.34635 7.51786  -0.39
48 C 1.20067 2.95916 7.04016  -0.70
49 C 1.70705 2.61518 5.79488  0.12
50 H 5.68860 -1.75998 2.26894  0.40
51 H 6.27695 -2.19069 4.61902  0.31
52 H 4.93555 -1.16578 6.45348  0.37
53 H 3.01772 0.27094 5.88377  0.29
54 H 0.58292 3.81346 2.84723  0.37
55 H 1.43896 6.00031 2.11707  0.62
56 H 3.84327 6.27496 1.58171  0.21
57 H 5.36971 4.33038 1.76722  0.36
58 H 4.50066 2.13330 2.46953  0.41
59 H -0.59492 0.31595 4.88605  0.45
60 H -1.49447 0.91170 7.10318  0.38
61 H -0.35004 2.61649 8.48924  0.34
62 H 1.70675 3.70681 7.64068  0.37
63 H 2.60669 3.09686 5.42866  0.44
64 C 3.11928 0.94333 -2.43251  -0.75
65 O 1.86213 0.28696 -2.51561  0.54
66 C 1.66599 -0.57716 -3.52340  0.15
67 C 2.54324 -0.79442 -4.57027  -0.81
68 C 2.20207 -1.73494 -5.54159  -0.33
69 Br 3.42044 -2.01625 -6.98217  -0.28
70 C 1.04135 -2.45962 -5.49505  -0.80
71 C 0.15501 -2.24135 -4.42837  0.54
72 C 0.45583 -1.30478 -3.45085  -0.11
73 O -0.33948 -1.12566 -2.37933  0.27
74 C -1.08474 -3.02977 -4.37275  0.34
75 N -1.47297 -3.86883 -5.30826  -0.83
76 C -2.67142 -4.37682 -4.84701  0.06
77 C -3.53647 -5.30641 -5.42534  -0.78
78 C -4.68831 -5.64030 -4.73780  -0.42
79 C -4.98870 -5.06562 -3.49169  -0.50
80 C -4.14480 -4.14432 -2.89999  -0.55
81 C -2.98748 -3.81546 -3.59820  0.63
82 N -1.94925 -2.96599 -3.31944  0.45
83 H 3.26656 1.60390 -3.29309  0.34
84 H 3.92974 0.21303 -2.36762  0.46
85 H 3.08959 1.52329 -1.51586  -0.06
86 H 3.47780 -0.25763 -4.63201  0.54
87 H 0.78824 -3.18922 -6.24935  0.59
88 H -0.83692 -0.23346 -2.38325  -0.59
89 H -3.30032 -5.74611 -6.38626  0.41
90 H -5.37740 -6.35944 -5.16421  0.35
91 H -5.90224 -5.35069 -2.98458  0.40
92 H -4.37136 -3.69472 -1.94144  0.40
93 H -1.81395 -2.34058 -2.53392  -0.14
94 C 1.02622 8.89052 -2.21508  -1.78
95 C 1.95469 8.01447 -1.36314  2.13
96 C 3.19198 7.68505 -2.19911  -2.14
97 C 2.41192 8.80884 -0.13141  -1.42
98 C 1.21232 6.75515 -0.90681  0.95
99 C 0.04620 6.88972 -0.14783  -0.43
100 C -0.66248 5.79215 0.33927  -1.93
101 C -0.16421 4.54451 0.04011  0.53
102 O -0.61643 3.31940 0.42420  -0.67
103 B 0.27207 2.37915 -0.14522  0.56
104 O 1.26737 3.07081 -0.85541  -0.11
105 C 0.98041 4.39406 -0.72415  0.28
106 C 1.68590 5.47439 -1.20574  -0.52
107 H 1.54966 9.79417 -2.54234  0.46
108 H 0.14106 9.19669 -1.65630  0.30
109 H 0.69008 8.34642 -3.09984  0.42
110 H 3.67935 8.61237 -2.51062  0.45
111 H 2.93037 7.12336 -3.09792  0.40
112 H 3.91687 7.09962 -1.63004  0.38
113 H 2.98498 9.69031 -0.43522  0.49
114 H 3.04122 8.18980 0.51145  0.14
115 H 1.56009 9.14477 0.46200  0.31
116 H -0.32352 7.88168 0.08472  0.31
117 H -1.55852 5.90850 0.93438  0.47
118 H 2.58615 5.30789 -1.77962  0.58

As for the calculated total energy: -8425.67040 hartree. The value obtained for the HOMO-LUMO gap (spin up / spin down) is 3.90 / 5.73 eV. As for the largest force on an atom: 0.49 eV Å⁻¹. The charge is -2. As for the LUMO energy (spin up / spin down): 0.1333 / 0.1333 Ha. The relative energy (zero: lowest compared OMol25 entry of this formula, charge and spin) comes out at 84.46 kJ/mol. As for the multiplicity: 2.



Below is a cluster of 2 separate species, C5H14NO in total at a distorted geometry, with properties calculated with ωB97M-V/def2-TZVPD.

Last column: Mulliken charge in e.
Cartesian coordinates (Å):
1 C -1.28738 -0.74693 -1.07897  -0.60
2 C -1.54583 0.10001 0.16239  -0.71
3 C -0.34200 0.86970 0.63851  0.63
4 C -0.11874 1.97883 -0.09788  -1.05
5 C 0.49009 0.41553 1.76163  -1.27
6 N 0.10173 -0.57309 -1.70106  -0.15
7 H -1.37819 -1.82053 -0.85145  0.35
8 H -1.98843 -0.49971 -1.88302  0.34
9 H -1.89810 -0.59073 0.94696  0.35
10 H -2.44393 0.72601 0.06918  0.45
11 H -0.95945 2.32992 -0.70017  0.38
12 H 0.73002 2.61169 -0.32889  0.33
13 H -0.02687 0.88397 2.62340  0.38
14 H 0.58130 -0.63764 2.01432  0.27
15 H 1.47154 0.86158 1.92202  0.35
16 H 0.80366 -0.54251 -0.92453  0.14
17 H 0.36580 -1.46115 -2.12142  0.42
18 H 0.07749 0.35044 -2.12712  0.43
19 H 3.09370 -0.92621 0.59242  0.29
20 H 2.04095 -2.09154 0.73785  0.31
21 O 2.23263 -1.23765 0.34581  -0.63

As for the calculated total energy: -328.60987 hartree. The value obtained for the HOMO-LUMO gap is 9.88 eV. As for the largest force on an atom: 2.96 eV Å⁻¹. The charge is +1. As for the LUMO energy: -0.1195 Ha. The relative energy (zero: lowest compared OMol25 entry of this formula, charge and spin) comes out at 200.49 kJ/mol.



Below is a structure of composition C15H20AlIO at a distorted geometry, with properties calculated with ωB97M-V/def2-TZVPD.

Last column: Mulliken charge in e.
Cartesian coordinates (Å):
1 Al -0.42323 0.12424 -0.43233  -4.60
2 C 0.73411 -1.79138 1.52849  -0.73
3 C -0.64895 -1.54006 1.49930  0.00
4 C -1.13463 -1.79272 0.14319  0.10
5 H -1.27659 -1.28163 2.35516  0.79
6 C 0.02432 -2.26531 -0.61291  -0.50
7 C 1.14650 -2.26536 0.26083  -0.52
8 H 2.13096 -2.66002 0.02576  0.50
9 H 1.37539 -1.71044 2.41296  0.41
10 H -2.18163 -1.97493 -0.13157  0.71
11 H -0.04712 -2.77201 -1.57282  0.68
12 C 1.61544 1.72169 0.70590  -0.60
13 C 2.56731 0.74575 0.37682  -0.45
14 C 2.52635 0.51425 -1.01568  -1.11
15 H 3.24779 0.25660 1.08007  0.51
16 C 1.55612 1.36396 -1.57461  0.11
17 C 0.91402 2.08367 -0.49698  -0.22
18 H 0.25530 2.94907 -0.62079  0.53
19 H 1.44004 2.16335 1.69030  0.44
20 H 3.17226 -0.16521 -1.59011  0.35
21 H 1.42038 1.57574 -2.63469  0.84
22 O -0.81830 0.54878 -2.33420  -0.56
23 C -0.86224 0.23188 -3.73900  6.63
24 C -2.38494 0.52411 -3.83118  -3.71
25 C -0.34966 -1.14845 -4.12829  -2.70
26 C -0.15263 1.31468 -4.51753  -3.89
27 C -2.23772 1.16104 -2.47928  -0.04
28 H -3.06184 -0.32839 -3.86010  0.20
29 H -2.72133 1.22449 -4.59339  0.86
30 H -2.03954 2.23302 -2.44039  -0.24
31 H -2.88317 0.76448 -1.69418  0.69
32 H -0.81815 -1.49867 -5.06857  1.01
33 H -0.50030 -1.90463 -3.36174  -0.28
34 H 0.73331 -1.08095 -4.26783  0.11
35 H -0.59127 1.36719 -5.52556  0.57
36 H 0.91183 1.12275 -4.64007  0.20
37 H -0.25763 2.31119 -4.07526  0.64
38 I -2.05724 1.42154 1.01208  1.25

As for the calculated total energy: -1198.78097 hartree. The value obtained for the HOMO-LUMO gap is 1.77 eV. As for the largest force on an atom: 2.59 eV Å⁻¹. The charge is -2. As for the LUMO energy: 0.1569 Ha.



Below is the molecule C3H4O2 at a distorted geometry, with properties calculated with ωB97M-V/def2-TZVPD.

Last column: Mulliken charge in e.
Cartesian coordinates (Å):
1 C -0.87569 0.97173 -0.07403  -0.79
2 C 1.49629 -0.22938 0.16985  0.01
3 C -0.28896 -0.20779 0.13992  0.52
4 O 2.51525 0.49767 0.19058  -0.47
5 O -0.78594 -1.41745 0.19372  -0.47
6 H -0.36230 1.83851 -0.22496  0.29
7 H -1.98765 1.17476 -0.14339  0.25
8 H 1.78424 -1.26156 0.24261  0.32
9 H -1.49523 -1.36649 -0.49430  0.35

As for the structure (SMILES): C=C(O)C=O. As for the calculated total energy: -267.08821 hartree. The value obtained for the HOMO-LUMO gap is 9.87 eV. As for the largest force on an atom: 6.02 eV Å⁻¹. The charge is 0. As for the LUMO energy: 0.0102 Ha. The relative energy (zero: lowest compared OMol25 entry of this formula, charge and spin) comes out at 274.57 kJ/mol.